Record 1
This record from the OMol25 dataset describes one molecule with the formula C5H5NO2 in a non-equilibrium geometry. The level of theory is ωB97M-V/def2-TZVPD.

Geometry as XYZ:
```
13
Properties=species:S:1:pos:R:3:forces:R:3:lowdin_charge:R:1
C -0.051431 -1.935272 1.136187 3.0 -2.5 0.9 -0.01
C 0.908581 -1.017310 0.426668 0.3 -0.5 -0.9 -0.41
C 0.253783 0.134460 -0.150748 -3.5 3.7 -2.4 -0.22
C -1.062293 1.693639 -1.014961 -1.5 -3.9 0.1 -0.08
C 0.193413 2.139957 -0.933101 -1.8 6.8 -2.0 -0.21
H -0.430118 -1.516793 2.090233 0.9 -0.4 -0.1 0.10
H 0.615251 -2.976972 1.165878 -2.2 2.6 0.6 0.16
H -0.961655 -2.070785 0.616297 -0.7 -0.2 -1.2 0.05
H -2.054571 1.883059 -1.395806 0.5 1.2 -0.1 0.11
H 0.565759 3.239749 -1.111951 -0.5 -2.6 0.3 0.17
N -1.028223 0.343355 -0.562603 2.8 0.1 1.5 0.14
O 2.086781 -1.210666 0.176618 -0.9 -0.1 0.9 0.11
O 0.964721 1.293579 -0.442711 3.7 -4.0 2.4 0.10
```
Forces are in eV/Å.

E_LUMO: -0.00098 Eh
calculated total energy: -398.69433 hartree
SMILES string: CC(=O)c1ncco1

***

Record 2
This record from the OMol25 dataset describes one molecule with the formula C5H5NO2 in a non-equilibrium geometry. The level of theory is ωB97M-V/def2-TZVPD.

Geometry as XYZ:
```
13
Properties=species:S:1:pos:R:3:forces:R:3:lowdin_charge:R:1
C -2.096746 0.392584 -0.002047 -0.6 0.4 -0.2 -0.21
C -1.155195 -0.513050 -0.056396 2.1 -0.9 -0.1 -0.06
C 0.269936 -0.223642 -0.056861 1.7 1.7 0.6 -0.19
C 0.981343 1.054234 0.002218 0.9 -1.2 -0.6 -0.06
C 1.337723 -1.062705 0.006647 -1.8 -0.8 -0.4 -0.11
H -3.527319 -0.862761 0.247700 0.2 0.2 -0.2 0.11
H -2.026896 1.474033 -0.036150 0.6 -0.1 0.1 0.13
H -1.360933 -1.584518 -0.092360 -0.4 0.3 0.1 0.12
H 0.568073 2.037258 -0.086309 0.0 0.4 0.1 0.11
H 1.314506 -2.125769 -0.089341 0.4 -0.5 0.2 0.13
N 2.304912 0.887631 0.009596 -2.1 1.2 0.4 0.05
O -3.385585 0.069157 0.027022 -1.9 -0.3 0.3 0.02
O 2.495062 -0.448680 0.051468 1.0 -0.4 -0.2 -0.04
```
Forces are in eV/Å.

E_LUMO: 0.02426 Eh
calculated total energy: -398.67748 hartree
SMILES string: O/C=C/c1cnoc1

***

Record 3
This record from the OMol25 dataset describes C5H5NO2 as an isolated structure in a non-equilibrium geometry. The level of theory is ωB97M-V/def2-TZVPD.

Geometry as XYZ:
```
13
Properties=species:S:1:pos:R:3:forces:R:3:lowdin_charge:R:1
C 2.062385 -0.483161 0.065204 -1.3 -2.0 -3.5 -0.02
C 0.892769 0.382663 -0.137040 -1.7 -3.3 2.6 -0.37
C -1.089610 1.098466 -0.112106 1.4 5.0 0.8 -0.42
C -1.896700 -0.666037 0.121075 1.3 -2.6 -2.5 0.00
C -0.428026 -0.038325 -0.110770 0.9 -2.6 -0.3 -0.06
H 1.476255 -1.617570 -0.421301 2.5 3.2 2.2 0.19
H 2.390570 -0.402465 1.138520 0.3 -0.6 -1.5 0.10
H 2.692143 -0.149411 -0.838067 0.4 -0.9 2.0 0.10
H -2.099027 -1.458329 0.934969 0.2 2.5 -0.2 0.14
H -2.246641 -1.260171 -0.787593 0.3 1.1 0.8 0.12
N -0.312173 2.193385 -0.002005 -3.5 0.6 0.4 0.13
O 0.921400 1.664878 0.129840 1.2 0.4 -1.8 0.01
O -2.363344 0.736075 0.019278 -2.0 -0.8 0.9 0.06
```
Forces are in eV/Å.

E_LUMO: 0.02104 Eh
calculated total energy: -398.52794 hartree

***

These records have HOMO level values of -9.7; -8.5; -9.2 eV, in the order they appear.
These records have ΔE to the lowest compared entry with this formula, charge and spin values of 52.80; 63.38; 157.21 kcal/mol, in the order they appear.